Entry 1:
18
Properties=species:S:1:pos:R:3:lowdin_charge:R:1 method="wB97M-V/def2-TZVPD" de_lowest_kj_mol=159.4 total_charge=0 homo_lumo_gap_ev=8.0 homo_energy_ev=-7.2 e_tot_ha=-327.070620 largest_force_ha_per_bohr=0.0086
C -0.21 -2.08 -1.82 -0.093
N 0.24 -1.28 -0.69 -0.008
C -0.15 0.03 -0.50 -0.385
O -0.91 0.54 -1.52 0.048
C 0.17 0.78 0.58 -0.325
C -0.83 1.75 1.15 -0.078
C 1.35 0.43 1.44 -0.092
H -1.23 -2.48 -1.69 0.084
H 0.49 -2.93 -1.93 0.079
H -0.18 -1.47 -2.72 0.081
H 0.27 -1.79 0.19 0.130
H -0.69 1.48 -1.49 0.114
H -1.24 1.30 2.07 0.080
H -1.69 1.90 0.48 0.071
H -0.43 2.73 1.43 0.072
H 1.81 1.36 1.83 0.074
H 1.11 -0.18 2.32 0.074
H 2.12 -0.09 0.86 0.073


Entry 2:
18
Properties=species:S:1:pos:R:3:lowdin_charge:R:1 method="wB97M-V/def2-TZVPD" de_lowest_kj_mol=587.7 total_charge=0 homo_lumo_gap_ev=8.8 homo_energy_ev=-8.8 e_tot_ha=-326.907516 largest_force_ha_per_bohr=0.0090
C -0.68 -1.25 -0.64 -0.062
C -0.27 0.12 -0.04 -0.494
C -1.17 0.69 1.06 -0.056
N 1.15 0.79 -0.25 -0.011
C 1.09 -0.62 1.06 0.036
C 1.14 1.24 -1.50 -0.394
O 0.18 1.18 -2.29 -0.031
H -0.78 -2.03 0.12 0.073
H -1.64 -1.15 -1.15 0.090
H 0.06 -1.57 -1.38 0.094
H -0.62 0.68 -1.02 0.143
H -0.76 1.64 1.42 0.090
H -2.18 0.89 0.66 0.084
H -1.28 0.00 1.91 0.074
H 0.35 -1.28 1.53 0.062
H 1.84 -1.18 0.51 0.087
H 1.51 0.08 1.76 0.085
H 2.06 1.77 -1.78 0.130


Entry 3:
18
Properties=species:S:1:pos:R:3:lowdin_charge:R:1 method="wB97M-V/def2-TZVPD" de_lowest_kj_mol=30.8 total_charge=0 homo_lumo_gap_ev=10.4 homo_energy_ev=-9.5 e_tot_ha=-327.119628 largest_force_ha_per_bohr=0.0145
C 1.68 -0.14 1.67 -0.080
N 1.39 0.90 0.71 0.019
C 0.56 0.86 -0.37 -0.480
C -0.34 -0.35 -0.59 -0.345
C -1.47 -0.34 0.44 -0.064
C -0.92 -0.29 -2.01 -0.077
O 0.48 1.84 -1.10 0.050
H 1.47 0.19 2.69 0.085
H 2.71 -0.45 1.57 0.080
H 1.02 -0.99 1.51 0.067
H 1.74 1.84 0.81 0.140
H 0.18 -1.30 -0.47 0.130
H -2.10 0.54 0.40 0.091
H -2.11 -1.23 0.37 0.081
H -1.05 -0.35 1.45 0.063
H -1.64 -1.09 -2.17 0.079
H -0.14 -0.28 -2.77 0.083
H -1.46 0.64 -2.14 0.079


Entry 4:
18
Properties=species:S:1:pos:R:3:lowdin_charge:R:1 method="wB97M-V/def2-TZVPD" de_lowest_kj_mol=337.9 total_charge=0 homo_lumo_gap_ev=10.3 homo_energy_ev=-9.4 e_tot_ha=-327.002635 largest_force_ha_per_bohr=0.0692
C -0.50 1.07 -0.63 -0.220
O -1.09 2.27 -0.09 -0.067
C -0.72 -0.08 0.39 -0.418
C 0.13 -1.35 0.04 -0.141
C 1.65 -1.08 0.24 -0.174
C 2.38 -0.09 -0.31 -0.001
N -2.13 -0.29 0.62 0.053
H 0.39 1.52 -1.05 0.095
H -0.99 0.56 -1.53 0.128
H -1.45 1.96 0.75 0.058
H -0.15 0.19 1.29 0.137
H 0.15 -2.37 0.43 0.106
H -0.04 -1.35 -1.06 0.104
H 2.21 -1.74 0.88 0.082
H 3.34 0.15 0.15 0.058
H 1.96 0.36 -1.20 0.044
H -2.60 -0.05 -0.26 0.082
H -2.55 0.30 1.33 0.073


Entry 5:
18
Properties=species:S:1:pos:R:3:lowdin_charge:R:1 method="wB97M-V/def2-TZVPD" de_lowest_kj_mol=137.0 total_charge=0 homo_lumo_gap_ev=10.5 homo_energy_ev=-9.6 e_tot_ha=-327.079165 largest_force_ha_per_bohr=0.0217
C 0.12 2.01 1.46 -0.112
C 0.85 0.78 0.81 -0.195
C 0.14 -0.01 -0.38 -0.263
C 0.88 -1.02 -1.52 -0.028
N -0.95 -0.77 0.24 0.032
C -1.71 -1.54 -0.57 -0.370
O -1.75 -1.39 -1.77 -0.012
H -0.12 2.82 0.76 0.067
H -0.80 1.78 2.01 0.062
H 0.79 2.46 2.22 0.069
H 1.82 1.17 0.48 0.098
H 1.08 0.11 1.65 0.097
H -0.32 0.76 -1.00 0.124
H 1.37 -0.45 -2.31 0.060
H 1.58 -1.77 -1.13 0.060
H 0.18 -1.63 -2.12 0.051
H -0.92 -0.95 1.23 0.130
H -2.26 -2.36 -0.07 0.130


Entry 6:
18
Properties=species:S:1:pos:R:3:lowdin_charge:R:1 method="wB97M-V/def2-TZVPD" de_lowest_kj_mol=533.3 total_charge=0 homo_lumo_gap_ev=9.8 homo_energy_ev=-8.9 e_tot_ha=-326.928238 largest_force_ha_per_bohr=0.1213
C 1.88 -0.45 -1.44 -0.059
C 0.89 0.61 -0.80 -0.181
N -0.17 -0.05 0.11 -0.285
C -1.24 -0.82 -0.42 -0.083
C -0.80 1.11 0.95 -0.121
C -0.75 -0.01 1.90 -0.346
O -1.82 -0.61 2.33 -0.086
H 1.46 -1.33 -0.77 0.108
H 1.93 -0.66 -2.52 0.068
H 2.82 -0.23 -0.91 0.063
H 1.48 1.10 -0.01 0.100
H 0.22 1.36 -1.21 0.109
H -1.97 -0.14 -0.66 0.060
H -0.69 -1.41 -1.15 0.088
H -1.46 -1.56 0.45 0.124
H -1.88 1.60 0.83 0.171
H -0.22 1.97 1.23 0.098
H 0.33 -0.49 2.08 0.171


Entry 7:
18
Properties=species:S:1:pos:R:3:lowdin_charge:R:1 method="wB97M-V/def2-TZVPD" de_lowest_kj_mol=172.1 total_charge=0 homo_lumo_gap_ev=9.7 homo_energy_ev=-8.8 e_tot_ha=-327.065793 largest_force_ha_per_bohr=0.0476
C -0.51 -1.16 -0.87 -0.320
N -0.36 0.15 -0.50 -0.171
C -0.36 1.08 -1.63 -0.047
C -0.74 -0.14 1.90 -0.052
C -0.04 0.65 0.81 -0.419
C 1.48 0.90 0.97 -0.046
O 0.41 -1.96 -0.87 0.067
H -1.47 -1.43 -1.33 0.135
H -0.81 2.00 -1.26 0.088
H -0.98 0.66 -2.42 0.087
H 0.62 1.34 -2.02 0.082
H -0.91 0.47 2.78 0.077
H -0.40 -1.15 2.17 0.088
H -1.71 -0.41 1.48 0.077
H -0.38 1.70 0.86 0.131
H 2.00 -0.06 1.08 0.079
H 1.86 1.41 0.08 0.068
H 1.64 1.56 1.83 0.076


Entry 8:
18
Properties=species:S:1:pos:R:3:lowdin_charge:R:1 method="wB97M-V/def2-TZVPD" de_lowest_kj_mol=137.3 total_charge=0 homo_lumo_gap_ev=9.9 homo_energy_ev=-9.0 e_tot_ha=-327.079067 largest_force_ha_per_bohr=0.0210
C -0.93 -0.97 -1.21 -0.051
C -0.72 0.21 -0.25 -0.386
C -1.52 0.19 1.06 -0.061
N 0.74 0.06 -0.05 -0.173
C 1.39 0.24 1.22 -0.070
C 1.51 0.39 -1.16 -0.343
O 1.27 1.28 -1.95 0.062
H -0.78 -1.90 -0.64 0.090
H -1.84 -1.01 -1.80 0.075
H -0.10 -0.84 -1.95 0.072
H -0.93 1.15 -0.77 0.136
H -1.29 1.06 1.69 0.078
H -2.59 0.24 0.83 0.082
H -1.35 -0.71 1.66 0.077
H 1.25 1.27 1.58 0.094
H 1.02 -0.46 1.97 0.084
H 2.45 0.07 1.06 0.089
H 2.39 -0.28 -1.30 0.143